No. 1
The following is a quantum chemistry calculation of 2 unconnected molecules or ions with the total composition C5H15NO in a non-equilibrium geometry, from OMol25.

Geometry as XYZ:
```
22
Properties=species:S:1:pos:R:3
C -1.6498 -0.6477 0.4851
C -0.6599 0.3835 1.0945
C -1.0214 0.6206 2.5696
N 0.7094 -0.0294 0.9247
C 1.3392 0.2444 -0.3551
C 1.0744 -1.3317 1.4646
H -1.2829 -0.9241 -0.5050
H -2.6080 -0.1563 0.3130
H -1.7614 -1.6104 0.9844
H -0.9459 1.2831 0.5475
H -1.9367 1.2059 2.5875
H -0.7501 -0.2391 3.1330
H -0.3264 1.4002 2.9224
H 1.2532 1.3223 -0.4739
H 2.3670 -0.0989 -0.2995
H 0.9893 -0.2984 -1.2495
H 1.7069 -1.8315 0.7259
H 0.2263 -1.9766 1.6253
H 1.7189 -1.3343 2.3483
O 0.3425 1.2647 -5.8926
H 1.0384 0.8106 -6.3896
H 0.1771 1.9430 -6.5607
```

## Properties
total charge	0
gap between HOMO and LUMO	8.80	eV
spin multiplicity	1
HOMO level	-0.2895	Ha
energy	-8964.59974	eV
energy relative to the best compared isomer or geometry (same formula, charge and spin)	169.70	kJ/mol


No. 2
The following is a quantum chemistry calculation of 2 unconnected molecules or ions with the total composition C5H15NO in a non-equilibrium geometry, from OMol25.

Geometry as XYZ:
```
22
Properties=species:S:1:pos:R:3
C -0.0279 1.9332 2.1905
C 0.7463 0.8927 1.3756
N 0.4007 0.8961 -0.0336
C -0.9999 0.6840 -0.3208
C 1.3131 0.1641 -0.8918
C 1.2434 -1.3766 -0.7892
H -0.9848 1.5229 2.4955
H -0.3184 2.7355 1.4933
H 0.6114 2.3557 2.9490
H 1.8234 1.1388 1.3941
H 0.6193 -0.0954 1.8500
H -1.1883 0.6099 -1.3920
H -1.4007 -0.2423 0.0923
H -1.5873 1.5125 0.0751
H 1.1406 0.5412 -1.9001
H 2.3189 0.4696 -0.6044
H 0.9268 -1.6549 0.2135
H 0.5902 -1.8668 -1.5231
H 2.2367 -1.7897 -0.9271
O -2.5573 -2.7244 -1.5575
H -3.1633 -3.1802 -2.1671
H -1.7429 -2.5260 -2.0220
```

## Properties
total charge	0
gap between HOMO and LUMO	8.88	eV
spin multiplicity	1
HOMO level	-0.2964	Ha
energy	-8965.21581	eV
energy relative to the best compared isomer or geometry (same formula, charge and spin)	110.26	kJ/mol


No. 3
The following is a quantum chemistry calculation of 2 unconnected molecules or ions with the total composition C5H15NO in a non-equilibrium geometry, from OMol25.

Geometry as XYZ:
```
22
Properties=species:S:1:pos:R:3
C -0.2419 -1.6849 0.2493
C 1.1608 -1.1582 -0.2097
N 1.2253 0.1836 -0.7335
C 0.1782 0.4294 -1.6883
C 1.4632 1.3483 0.2231
C 0.3976 2.4349 0.1683
H -0.6460 -1.3025 1.1894
H -0.8948 -1.7029 -0.6024
H 0.1300 -2.6922 0.5287
H 1.4178 -1.8725 -1.0574
H 2.0327 -1.3622 0.4066
H 0.4067 1.1853 -2.4481
H -0.8463 0.5507 -1.3318
H 0.0971 -0.4375 -2.4495
H 2.4714 1.7529 0.0201
H 1.4872 0.9534 1.2316
H 0.0845 2.5449 -0.8631
H 0.5690 3.3627 0.6867
H -0.5566 2.0171 0.5398
O -3.5414 -1.1731 2.0257
H -3.4202 -1.8792 1.3802
H -2.9742 -1.4980 2.7343
```

## Properties
total charge	0
gap between HOMO and LUMO	8.91	eV
spin multiplicity	1
HOMO level	-0.2971	Ha
energy	-8964.29170	eV
energy relative to the best compared isomer or geometry (same formula, charge and spin)	199.42	kJ/mol


No. 4
The following is a quantum chemistry calculation of 2 unconnected molecules or ions with the total composition C5H15NO in a non-equilibrium geometry, from OMol25.

Geometry as XYZ:
```
22
Properties=species:S:1:pos:R:3
C -1.0562 1.0543 -1.3212
C -0.5320 -0.2107 -0.5652
C 0.9371 -0.0952 0.1700
N 2.0206 0.0401 -0.8154
C 1.9299 -0.9646 -1.9894
C 3.3103 0.3873 -0.2563
H -0.2548 1.6649 -1.9594
H -1.3709 1.6028 -0.5516
H -1.8620 0.7212 -1.9528
H -1.2408 -0.5924 0.3214
H -0.4896 -1.1040 -1.1503
H 0.9844 0.8902 0.7953
H 1.2043 -0.9553 0.8804
H 2.8567 -1.0783 -2.4467
H 1.7544 -1.9617 -1.5249
H 1.1576 -1.0955 -2.8790
H 3.8615 0.3537 -1.2820
H 3.9023 -0.2221 0.4510
H 3.3913 1.4680 -0.0266
O -5.5634 -0.0460 4.1770
H -5.5838 0.3103 3.3130
H -5.4816 -0.9404 4.0762
```

## Properties
total charge	0
gap between HOMO and LUMO	8.91	eV
spin multiplicity	1
HOMO level	-0.2978	Ha
energy	-8962.84017	eV
energy relative to the best compared isomer or geometry (same formula, charge and spin)	339.48	kJ/mol


No. 5
The following is a quantum chemistry calculation of 2 unconnected molecules or ions with the total composition C5H15NO in a non-equilibrium geometry, from OMol25.

Geometry as XYZ:
```
22
Properties=species:S:1:pos:R:3
C 2.0658 -0.1198 1.2924
C 0.6385 -0.6360 1.1122
N -0.2242 0.0627 0.1339
C -0.8128 1.2001 0.8322
C -1.3280 -0.8704 -0.2306
C -2.2260 -0.4003 -1.3652
H 2.6968 -0.3292 0.4357
H 1.9925 0.9076 1.6457
H 2.4424 -0.7148 2.1287
H 0.1348 -0.5729 2.0882
H 0.6946 -1.6993 0.8665
H -1.4610 1.7577 0.1615
H -0.0435 1.8323 1.2811
H -1.4174 0.9161 1.7185
H -1.9422 -1.0722 0.6577
H -0.7854 -1.7958 -0.4287
H -3.2689 -0.6597 -1.1847
H -1.9516 -0.8682 -2.3105
H -2.2050 0.6797 -1.5084
O 2.4869 0.4621 -2.3212
H 2.8061 1.3440 -2.1343
H 1.7077 0.5763 -2.8708
```

## Properties
total charge	0
gap between HOMO and LUMO	9.68	eV
spin multiplicity	1
HOMO level	-0.3196	Ha
energy	-8965.12580	eV
energy relative to the best compared isomer or geometry (same formula, charge and spin)	118.95	kJ/mol